# 1
Here is C46H35F10ILuN5O2P as an isolated structure from the OMol25 dataset. Energies are from ωB97M-V/def2-TZVPD.

```
101
Properties=species:S:1:pos:R:3:forces:R:3
Lu 9.967150 15.395267 11.129507 0.5 -1.1 1.5
C 11.203986 12.943133 12.784096 0.9 -0.1 0.1
N 11.631794 14.391477 12.811540 0.0 -0.6 -0.3
C 11.490735 14.962094 14.174691 0.7 1.4 -0.1
C 10.543731 16.183359 14.214273 0.1 0.7 1.8
N 9.631559 16.294295 13.116632 -0.2 -0.8 -0.8
C 8.457135 16.980042 13.276298 0.2 1.1 -0.3
C 7.410718 16.685355 12.380868 0.1 -0.3 -0.4
F 7.642710 15.604282 11.462796 -0.2 1.0 0.7
C 6.294627 17.462529 12.174985 -0.6 1.0 0.4
F 5.422740 17.206778 11.178904 0.6 -0.1 0.9
C 6.091940 18.590610 13.023751 0.9 -0.7 -0.6
F 4.950950 19.261187 12.944148 0.2 0.2 0.0
C 7.149653 19.015672 13.855319 -0.2 -1.5 -0.6
F 7.106379 20.180530 14.462913 -0.2 0.2 0.2
C 8.279201 18.198550 13.997465 0.8 0.4 -0.1
F 9.369360 18.770789 14.649380 -1.4 -1.0 -0.7
C 13.028271 14.540849 12.285182 0.1 -0.2 0.8
C 13.172775 15.416614 11.036524 0.6 -0.7 -0.7
N 11.954990 15.605729 10.281488 -0.9 -1.1 0.3
C 11.971118 15.670935 8.936937 0.7 0.8 -2.0
C 10.874472 15.253900 8.146425 0.2 -0.6 1.9
F 9.781874 14.693081 8.879610 0.8 0.4 -0.8
C 10.827005 15.309193 6.787214 -1.0 0.2 -0.9
F 9.649047 15.014177 6.136819 1.3 -0.1 0.5
C 11.861150 15.889106 6.072185 -1.2 0.2 -0.3
F 11.499038 16.304617 4.832733 1.1 -0.4 0.5
C 12.980546 16.351565 6.771734 -0.4 0.5 -1.2
F 13.891220 17.079769 6.130066 -0.1 -0.2 0.1
C 12.998274 16.298018 8.133025 -0.6 0.0 2.0
F 13.887858 17.087183 8.781100 0.0 -0.7 -0.2
H 11.811500 12.271865 13.477621 -0.6 0.9 -0.8
H 11.271571 12.534744 11.759568 0.2 0.2 0.3
H 10.159273 12.869024 13.049428 -0.4 0.0 0.4
H 12.472779 15.437175 14.488971 -1.0 -1.2 -0.2
H 11.179444 14.219654 14.908625 0.1 -0.2 -0.2
H 11.209594 17.081063 14.340476 -0.8 -0.5 -0.2
H 9.949904 16.085397 15.159315 0.5 0.3 -0.5
H 13.410591 13.520820 12.135319 0.0 0.4 -0.3
H 13.684583 15.004144 13.065948 -0.6 -0.5 -0.6
H 13.959997 14.919149 10.431833 -0.3 0.5 0.1
H 13.527958 16.380840 11.312180 0.7 0.8 0.4
I 6.669310 12.526303 12.759683 0.1 0.1 0.0
C 7.242754 10.520750 13.008404 0.7 0.2 0.9
C 7.415482 10.132918 14.316023 -0.7 0.5 0.3
C 7.311415 8.782889 14.689285 0.6 -1.1 -0.6
C 7.148816 7.824400 13.691361 -0.2 1.4 1.4
C 6.997964 8.196369 12.339715 0.9 0.4 0.0
C 6.720623 7.226493 11.356009 0.3 1.9 -1.5
C 6.747010 7.612955 10.025850 -0.2 -0.9 -0.5
C 7.153418 8.905476 9.641253 0.0 0.1 1.0
C 7.429185 9.879271 10.615648 -0.1 -0.5 -2.5
P 8.373197 11.371597 10.113958 0.0 1.4 0.4
C 7.461515 12.180100 8.724837 0.1 0.0 -1.2
C 6.995095 13.531705 8.770307 1.0 -1.8 -0.1
C 6.381978 14.058646 7.649388 -0.6 1.9 0.4
C 6.156283 13.322313 6.498480 -0.6 0.3 0.4
C 6.536175 12.009062 6.468582 0.9 -0.7 -0.8
C 7.303813 11.479994 7.495962 -0.5 0.9 1.2
C 9.827040 10.634004 9.340958 1.0 -0.9 -0.7
C 10.451345 11.270240 8.228366 -0.3 -0.2 1.5
C 11.622133 10.756802 7.691602 0.2 -0.7 -0.1
C 12.105315 9.505700 8.140083 0.7 0.9 -0.8
C 11.516212 8.923012 9.251564 1.5 -1.2 -0.3
C 10.443819 9.473126 9.904336 -1.1 1.4 -0.6
C 7.261445 9.572298 11.961564 -1.1 -1.0 0.7
H 7.539090 10.890061 15.093405 -0.3 -0.2 -0.2
H 7.382860 8.498143 15.753431 0.1 0.1 -0.8
H 7.185491 6.795420 13.966639 -0.4 -0.7 0.0
H 6.449865 6.244513 11.604074 -0.1 -1.2 0.5
H 6.519296 6.876881 9.211166 0.2 0.7 1.0
H 7.268380 9.072059 8.569316 0.1 0.2 0.5
H 7.271666 14.163765 9.613484 -0.6 -0.2 0.0
H 6.068580 15.129098 7.696418 0.3 -1.1 -0.2
H 5.690070 13.758881 5.624735 -0.1 0.1 0.2
H 6.361826 11.441292 5.552026 0.2 0.0 0.3
H 7.828242 10.562345 7.343808 0.0 -0.6 0.0
H 10.047083 12.240320 7.929749 0.1 -0.4 -0.3
H 12.135547 11.334165 6.926648 0.0 -0.3 0.0
H 13.010873 9.010924 7.677605 -1.2 0.8 0.5
H 12.040151 8.003320 9.564234 -0.8 0.4 0.3
H 10.058144 9.049495 10.822535 -0.1 -0.2 -0.1
O 7.547921 16.590370 6.812160 1.7 0.1 0.2
C 7.697848 18.010257 6.597108 0.4 -0.7 -0.9
N 6.754167 18.746438 7.342462 -0.7 0.8 1.2
C 6.858721 19.323418 8.606496 -2.5 1.8 0.6
O 5.937880 20.083752 9.008086 2.7 -2.0 -0.8
C 8.049944 19.012204 9.506641 0.3 -0.2 -0.9
C 8.577359 19.941765 10.446985 -0.8 0.3 -0.5
C 9.804778 19.695907 11.055375 0.5 -0.7 -0.5
C 10.364574 18.419519 10.842074 -0.2 0.7 1.3
N 9.645013 17.453807 10.268720 0.9 0.0 -1.9
C 8.656298 17.756646 9.394314 -0.3 1.2 2.2
H 8.397440 16.112731 6.562134 -1.7 0.9 0.2
H 7.448280 18.136792 5.531156 0.4 0.5 0.4
H 8.713229 18.394837 6.833917 -0.4 -0.5 -0.3
H 5.888900 19.013061 6.865338 0.4 -0.1 0.5
H 8.005831 20.871110 10.633155 0.5 -0.6 -0.2
H 10.370418 20.418817 11.658369 -0.6 -0.2 -0.3
H 11.372252 18.140223 11.245320 -1.2 0.2 -0.2
H 8.275753 16.952632 8.790033 -0.3 -0.2 -0.2
```
Forces are in eV/Å.

Its HOMO energy is -9.9 eV. For the orbital gap, the calculation gives 6.6 eV. Its charge is +1. As for the strongest force on any atom: 0.067 Eh/bohr.

---

# 2
Here is C11H18N2O2 in the gas phase from the OMol25 dataset. Energies are from ωB97M-V/def2-TZVPD.

```
33
Properties=species:S:1:pos:R:3:forces:R:3
C -0.623602 -1.917880 -1.290388 -2.2 2.3 -0.7
C 0.255236 -2.616790 -0.308463 0.8 -1.0 -0.1
C -0.134826 2.485694 -0.093141 -0.7 0.2 -1.6
C 1.423901 2.517480 0.027205 -0.6 0.2 4.6
C -0.729783 -0.341209 -1.139601 -0.1 0.4 0.3
C -1.110535 1.526915 0.680522 2.5 2.7 0.9
C -0.030579 -2.209384 1.106604 -0.5 2.0 0.5
C 1.990257 1.584461 -0.910103 3.0 0.2 -1.6
C -1.124804 0.097764 0.280074 1.0 -1.7 2.4
C 0.013843 -0.641345 1.107664 -0.1 -0.4 0.1
C -2.488802 -0.403309 0.819552 0.6 2.1 -0.2
N 2.798863 0.693417 -0.476436 -1.0 1.5 -1.3
N 3.100700 -0.451440 -0.164993 1.2 -2.1 0.3
O 4.249800 -0.809425 0.136146 -0.9 0.6 -0.2
O 0.886728 -0.000655 1.629989 0.2 -0.2 0.4
H -0.200525 -1.981383 -2.289873 -0.5 -0.8 -0.2
H -1.698520 -2.310000 -1.190604 1.6 0.2 -0.6
H -0.011572 -3.671276 -0.448205 0.5 -0.1 0.2
H 1.321722 -2.476669 -0.493076 0.0 0.0 -0.3
H -0.478717 3.501506 0.120858 -0.1 -0.1 -0.2
H -0.288317 2.294281 -1.208326 -0.2 0.6 1.1
H 1.759150 3.573445 -0.004738 -0.1 -0.6 -0.8
H 1.877260 2.196689 1.093839 -1.6 0.6 -2.1
H 0.258467 0.068049 -1.435042 -0.3 -0.2 0.6
H -1.409568 0.246189 -1.774851 -0.2 -1.0 -0.6
H -0.680368 1.610036 1.709822 -0.6 -0.4 -0.4
H -2.085752 2.044301 0.795475 0.3 -0.6 -0.7
H -1.117715 -2.324951 1.166127 0.3 -1.0 1.1
H 0.625909 -2.660258 1.910999 -1.0 0.5 -1.0
H 2.035734 1.907109 -2.010640 -0.3 -1.0 1.3
H -2.542819 -1.375300 0.526460 -0.7 -3.0 -0.1
H -3.229695 0.093942 0.192221 -0.4 0.3 0.6
H -2.611062 -0.249992 1.934930 0.1 -0.1 -1.5
```
Forces are in eV/Å.

Its SMILES is C[C@]1(CCC/C=N/N=O)CCCCC1=O. As for the energy above the lowest of the compared OMol25 structures with the same formula, charge and spin: 735.0 kJ/mol. Its HOMO energy (spin up / spin down) is -8.6 / -8.6 eV. For the orbital gap (spin up / spin down), the calculation gives 8.8 / 8.8 eV. As for the strongest force on any atom: 0.090 Eh/bohr.

---

# 3
Here is an isolated ion of composition C7H9N2O and charge +1 from the OMol25 dataset. Energies are from ωB97M-V/def2-TZVPD.

```
19
Properties=species:S:1:pos:R:3:forces:R:3
C -0.234194 0.984174 1.523036 2.2 -1.2 -0.7
C 0.047045 1.647959 0.346976 -0.3 3.1 1.9
C 1.553589 -0.984639 -1.252273 0.3 -4.0 0.8
C -0.711499 -0.410664 1.445634 -0.7 -0.7 1.4
C -1.472721 -0.769178 0.218304 1.9 0.6 -0.3
C -0.231740 1.103461 -0.864643 0.7 -1.7 -2.4
C -0.623164 -0.307173 -1.000173 -3.1 -0.4 1.1
N 0.322043 -1.310894 -1.230875 2.7 0.3 0.3
N 2.005287 0.259751 -0.982527 0.5 4.5 0.3
O 3.120093 0.572515 -0.625013 -1.9 -1.6 -0.7
H 0.274568 1.257854 2.463009 -0.9 0.5 -0.4
H 0.472816 2.682495 0.318190 -0.4 -1.0 0.4
H 2.243812 -1.799518 -1.172668 0.7 -0.5 -0.7
H 0.061412 -1.117256 1.678486 1.5 -0.1 -0.2
H -1.314590 -0.741833 2.284126 -0.5 0.7 0.6
H -1.690759 -1.795517 0.124549 0.0 -1.3 0.0
H -2.368613 -0.297246 0.460339 -2.0 1.2 -1.1
H -0.247855 1.530019 -1.876141 0.5 1.0 0.9
H -1.205530 -0.504309 -1.858336 -1.3 0.6 -1.3
```
Forces are in eV/Å.

As for the energy above the lowest of the compared OMol25 structures with the same formula, charge and spin: 658.6 kJ/mol. Its HOMO energy is -13.7 eV. For the orbital gap, the calculation gives 7.2 eV. Its charge is +1. As for the strongest force on any atom: 0.088 Eh/bohr.